1.
Entry from OMol25: 3 unconnected molecules or ions with the total composition C34H39BrClF5N3O16PS2 at a distorted geometry (ωB97M-V/def2-TZVPD).

Calculated values
Gap between HOMO and LUMO   6.62 eV
SMILES   CC[C@H](Cl)c1c(CCCC(F)(F)C(F)(F)F)c(Br)c2c(c1CCC(=O)O)C(=O)c1c([PH2]=N)c(COO)c(N)c(N(C(C)=O)C(C)=O)c1C2=O.O=S1(=O)OCCO1.O=S1(=O)OCCO1

Structure (XYZ):
```
102
Properties=species:S:1:pos:R:3:forces:R:3:mulliken_charge:R:1
C -2.43618 6.82524 -2.52058 -0.221 -0.459 -0.920 -1.07
C -2.25767 5.21269 -2.14930 -0.950 0.972 -0.359 0.32
C -1.25390 4.93752 -0.88269 -0.196 -0.749 -0.167 -0.14
Cl -0.23253 6.47896 -0.48797 -0.724 -1.344 -0.163 -0.15
C -0.19394 3.70393 -1.08854 2.380 -3.691 0.020 0.26
C 1.01652 3.67046 -2.23663 -0.626 -1.651 2.024 0.82
C 1.18877 4.93311 -3.31997 -0.042 -1.329 -0.473 -0.38
C 0.96914 4.34127 -4.84621 0.115 -1.665 -0.371 -0.29
C -0.48933 4.69108 -5.50778 0.640 0.618 -0.062 -0.72
C -1.48545 3.39606 -5.64415 -1.199 1.084 1.310 0.61
F -1.49066 2.50482 -4.42897 -0.133 2.937 -3.608 -0.22
F -2.87880 3.95867 -5.79411 3.934 -1.934 0.469 -0.34
C -1.18288 2.41580 -6.92295 -0.413 -2.864 -0.105 0.55
F -2.50251 2.05328 -7.51169 4.915 1.272 1.283 -0.23
F -0.19527 2.93669 -7.89593 -3.789 -1.835 3.220 -0.22
F -0.63067 1.12883 -6.35624 -1.545 4.280 -2.390 -0.24
C 2.06862 2.37239 -2.31341 -2.459 -0.713 2.910 -0.69
Br 3.60794 2.29092 -3.65003 -2.131 0.369 1.709 -0.10
C 1.93724 1.07029 -1.31795 -2.381 2.672 0.165 0.51
C 0.69764 1.08790 -0.21064 0.797 1.907 -1.970 0.02
C -0.32110 2.37518 -0.08344 2.080 -0.975 -1.455 -0.31
C -1.50560 2.23993 1.08642 -0.417 1.245 -1.536 -0.85
C -1.10576 3.14482 2.40161 1.513 -0.073 0.059 -0.27
C -1.04153 2.16695 3.71909 -4.093 -2.157 1.828 0.26
O -2.17998 1.61912 4.16365 7.182 3.293 -2.287 -0.56
O 0.27953 1.88895 4.36699 -4.190 1.646 0.008 -0.44
C 0.58883 -0.28906 0.73265 -0.751 0.365 3.642 0.02
O 0.29800 -0.25779 2.03993 1.502 -0.289 -7.978 -0.48
C 0.90641 -1.70572 -0.09802 0.763 -2.754 -1.954 0.29
C 0.04008 -3.08456 0.10345 3.791 -0.155 -2.718 -0.13
P -1.42544 -3.15237 1.36596 -1.480 1.156 -0.761 0.35
N -2.78353 -2.45431 0.82917 1.441 0.395 1.549 -0.88
C 0.44123 -4.42075 -0.79956 1.399 2.180 -0.245 0.32
C -0.46476 -5.79809 -0.62098 0.057 1.305 -1.116 -1.04
O 0.17916 -6.73221 0.33877 1.788 2.751 -3.773 -0.07
O -0.81362 -7.16979 1.08623 -3.036 -1.389 3.929 -0.49
C 1.69876 -4.46840 -1.87736 -0.962 2.933 1.928 0.20
N 2.05334 -5.75007 -2.65780 -1.481 2.137 1.935 -0.34
C 2.56571 -3.07520 -2.08694 -2.827 0.605 2.812 -0.68
N 3.74849 -2.93876 -3.02119 -2.054 -2.920 -0.445 0.31
C 4.83179 -3.84593 -2.46519 3.244 -5.528 -0.353 0.47
C 5.70103 -3.21921 -1.18175 -1.275 -0.062 -0.046 -0.65
O 5.10919 -5.08773 -2.87870 -2.148 8.075 2.206 -0.51
C 3.40472 -3.25944 -4.45920 5.030 -1.029 -4.615 0.69
C 1.90229 -3.40586 -5.09947 -0.227 0.747 -0.775 -0.79
O 4.45245 -3.39664 -5.31794 -6.602 1.009 5.651 -0.59
C 2.15322 -1.72372 -1.21282 -1.791 -1.615 0.724 0.42
C 2.94677 -0.25961 -1.36715 4.441 -0.278 -0.326 -0.08
O 4.27605 -0.19500 -1.47564 -8.445 -0.194 0.580 -0.50
H -3.29430 6.86689 -3.33738 1.678 -0.026 1.783 0.33
H -1.47149 7.26567 -3.05654 -1.970 -0.915 1.404 0.27
H -2.73791 7.48465 -1.60074 0.691 -1.366 -1.835 0.34
H -1.96923 4.66592 -3.14281 -0.299 0.841 2.219 -0.44
H -3.35333 4.84106 -1.86169 2.520 0.588 -0.498 0.39
H -1.95232 4.79959 0.07161 1.953 0.062 -2.072 0.11
H 2.29161 5.33899 -3.26286 -2.347 -0.687 0.164 0.36
H 0.37155 5.76564 -3.16958 1.901 -1.679 0.193 0.02
H 1.83706 4.64661 -5.59695 -1.924 -0.413 1.781 0.30
H 1.02584 3.15063 -4.78134 0.023 2.609 -0.165 0.25
H -0.97348 5.57905 -4.88383 0.553 -2.232 -1.363 0.30
H -0.27438 5.13490 -6.58476 -0.834 -1.188 2.143 0.38
H -1.79337 1.13074 1.32372 0.923 2.213 -0.417 0.27
H -2.46762 2.73624 0.59566 1.970 -1.176 1.081 0.47
H -0.03829 3.63010 2.18173 -2.272 -1.217 0.732 0.33
H -1.83533 4.07090 2.57564 1.350 -2.431 -0.109 0.33
H 0.06709 2.00316 5.35429 0.365 -0.604 -1.931 0.36
H -0.94291 -2.50886 2.56632 0.167 -0.828 -0.747 0.04
H -1.77006 -4.53414 1.68824 1.122 0.919 -0.385 0.15
H -2.97725 -1.67765 1.51691 0.110 -0.861 -1.142 0.24
H -0.61250 -6.27530 -1.70077 0.538 0.782 2.346 0.28
H -1.54501 -5.59533 -0.20512 2.319 -0.119 -0.906 0.37
H -0.80582 -6.62016 1.92569 0.267 -0.620 -1.183 0.30
H 1.19056 -6.00738 -3.19412 1.031 0.129 0.760 0.38
H 2.24155 -6.48999 -1.93673 -0.294 0.868 -0.979 0.36
H 6.18102 -2.17297 -1.44874 -1.235 -2.238 0.495 0.23
H 4.89142 -3.09360 -0.31336 1.821 0.016 -1.851 0.11
H 6.50490 -3.97607 -0.79047 -1.695 1.347 -1.197 0.31
H 1.13784 -2.56604 -4.73461 1.741 -2.008 -0.430 0.26
H 2.02068 -3.22471 -6.27218 0.085 -0.402 2.723 0.32
H 1.43455 -4.49088 -5.00443 1.224 2.380 0.226 0.16
O -4.51999 2.56079 10.30155 -1.162 0.252 -1.490 -0.54
S -5.22200 2.68999 9.04392 -0.073 0.239 0.367 1.11
O -6.37019 3.54854 8.86797 1.590 -0.965 0.442 -0.52
O -5.60674 1.19473 8.52042 0.508 0.820 0.521 -0.31
C -5.02243 0.97494 7.23766 0.096 0.116 -0.721 -0.34
C -3.76859 1.84477 7.20620 0.293 -0.651 -0.092 -0.07
O -4.12992 3.04503 7.88559 -1.052 -0.059 0.522 -0.31
H -5.74211 1.29320 6.47652 0.116 -0.045 0.019 0.32
H -4.79306 -0.08508 7.09971 -0.100 0.185 0.252 0.31
H -3.43823 2.06262 6.18778 -0.133 0.145 0.211 0.13
H -2.94958 1.37577 7.76171 -0.067 -0.048 -0.084 0.25
O 0.71654 -4.80892 2.35636 0.957 -0.895 1.197 -0.04
S 1.67895 -5.27283 3.33088 0.718 -0.367 0.147 0.91
O 2.40677 -6.51251 3.18998 -1.197 1.796 -0.173 -0.61
O 0.96761 -5.25227 4.79767 0.138 0.238 -1.171 -0.34
C 1.70907 -4.40523 5.67400 0.643 0.215 0.470 -0.40
C 2.36647 -3.36252 4.77382 -0.575 0.469 0.378 -0.19
O 2.75072 -4.07286 3.59885 -0.538 -1.161 -0.149 -0.34
H 2.46102 -5.01663 6.18322 -0.062 0.093 -0.024 0.30
H 1.04696 -3.95133 6.41620 -0.057 -0.183 -0.278 0.34
H 3.23533 -2.89522 5.24338 -0.013 -0.234 -0.267 0.35
H 1.65058 -2.58730 4.48078 0.065 -0.004 0.094 0.15
```
Forces are in eV/Å.



2.
Entry from OMol25: a molecular structure, C34H39CoN5O4P2 at a distorted geometry (ωB97M-V/def2-TZVPD).

Calculated values
Gap between HOMO and LUMO (alpha / beta)   7.12 / 6.15 eV
ΔE to the lowest compared entry with this formula, charge and spin   0.6702 eV
Spin multiplicity   4

Structure (XYZ):
```
85
Properties=species:S:1:pos:R:3:forces:R:3:mulliken_spin:R:1
Co 0.66390 -2.22036 0.50355 -0.161 -0.473 3.716 2.49
C -1.39953 3.33967 2.79251 -0.642 -0.154 0.175 0.00
C -1.97356 2.45091 1.96717 0.145 0.248 0.742 0.00
C -1.31483 1.76640 0.81258 -0.189 0.358 0.077 0.01
C 0.21734 1.66133 0.83182 0.200 0.098 -0.153 0.00
C 0.94375 2.78111 0.06709 0.346 -0.442 0.566 0.00
C 0.83294 4.10271 0.22745 0.150 -0.615 -0.655 0.00
C -0.00210 4.83049 1.22391 0.076 -0.300 0.243 0.00
C -0.12772 4.15268 2.60211 -0.300 0.159 0.097 0.00
C 0.84636 -4.00494 1.47839 -0.339 0.231 -0.765 0.39
H -1.95952 3.60830 3.70035 0.059 0.006 -0.519 0.00
H -3.02051 2.12571 2.13171 0.775 0.202 0.284 0.00
H -1.63443 2.29049 -0.09583 0.235 -0.257 -0.034 0.00
H -1.76009 0.76331 0.78745 0.206 0.138 -0.035 0.00
H 0.62575 1.45804 1.85031 -0.372 0.409 -0.591 0.00
H 0.44803 0.73216 0.29505 0.139 0.011 0.013 0.01
H 1.68935 2.38739 -0.63367 -0.259 0.370 -0.023 0.00
H 1.41238 4.75311 -0.43532 -0.055 -0.328 0.113 0.00
H -1.01815 4.98469 0.84459 0.145 0.272 -0.084 0.00
H 0.49086 5.79653 1.36173 -0.318 0.071 0.022 0.00
H 0.79807 3.63144 2.86613 -0.132 -0.087 -0.078 0.00
H -0.21103 4.98772 3.29755 0.048 -0.142 0.265 0.00
H 0.07988 -3.94778 2.27760 0.504 -0.199 -0.594 0.00
H 1.88401 -3.93717 1.85005 -0.521 -0.223 -0.204 0.00
H 0.66564 -4.76163 0.68392 0.185 0.182 0.781 -0.01
P 1.69747 -1.62420 -1.28930 3.525 2.240 -6.207 -0.06
P -2.12805 -0.67649 -1.49876 -2.301 1.410 -3.609 0.01
N 3.09368 -0.42514 -1.79749 -0.385 -0.544 1.037 0.02
N 2.18919 -2.75034 -2.59131 -0.687 -0.133 0.909 0.01
N -2.11198 0.88981 -2.40545 -0.053 0.704 0.706 0.00
N -3.50973 -1.21606 -2.58575 -0.278 -1.243 0.492 0.00
C 0.48159 -0.68486 -2.27547 -0.064 0.337 0.342 0.03
C -0.81137 -1.47502 -2.46385 0.032 -0.244 -0.002 0.01
C 4.30105 -0.28135 -1.13287 0.714 0.913 -0.469 0.00
C 5.14945 0.57634 -1.85790 -1.099 -0.972 0.434 0.00
C 4.44713 0.93869 -3.04529 -1.043 -0.952 0.629 0.00
C 3.20910 0.29954 -2.98243 0.487 0.731 -0.185 0.00
C 2.53190 -4.07002 -2.34968 0.314 -0.358 -1.046 0.01
C 2.96152 -4.64215 -3.54183 -0.329 0.624 0.930 0.00
C 2.88339 -3.64339 -4.55547 -0.640 0.937 1.330 0.00
C 2.39393 -2.49002 -3.95001 0.245 -0.984 -0.200 0.00
C -2.95613 1.95808 -2.03852 0.543 -0.213 -0.835 0.00
C -2.85549 2.96161 -2.99027 0.034 -0.818 0.588 0.00
C -1.92688 2.53082 -3.98326 0.248 -1.794 1.051 0.00
C -1.49184 1.25051 -3.60593 -0.709 1.157 0.180 0.00
C -4.04458 -0.71102 -3.77920 -0.338 -0.588 0.054 0.00
C -4.96845 -1.61621 -4.30404 1.099 0.268 1.202 0.00
C -4.99445 -2.73958 -3.41190 0.663 0.434 0.390 0.00
C -4.09170 -2.47297 -2.38865 -0.459 0.397 -0.689 0.00
H 0.83360 -0.37841 -3.26655 0.211 -0.331 0.605 0.00
H 0.34093 0.26418 -1.72875 -0.082 -0.219 -0.180 -0.01
H -1.07285 -1.53988 -3.53398 -0.030 -0.171 0.568 0.00
H -0.74576 -2.49638 -2.04631 0.032 0.090 -0.396 0.01
H 4.46133 -0.78645 -0.19341 0.034 0.083 0.024 0.00
H 6.14925 0.89245 -1.58682 -0.223 -0.171 0.091 0.00
H 4.78595 1.56397 -3.86695 -0.121 -0.176 0.294 0.00
H 2.43515 0.34965 -3.73358 0.153 0.089 0.300 0.00
H 2.42587 -4.46914 -1.35358 0.098 -0.118 -0.035 0.01
H 3.29918 -5.65190 -3.66933 0.037 -0.177 0.045 0.00
H 3.15038 -3.73972 -5.59134 -0.019 -0.003 -0.100 0.00
H 2.18464 -1.53706 -4.40267 0.069 -0.149 0.136 0.00
H -3.55897 1.89003 -1.13822 0.131 0.043 -0.282 0.00
H -3.39649 3.89611 -2.96104 0.072 -0.084 -0.015 0.00
H -1.59609 3.05693 -4.85591 0.022 0.122 -0.166 0.00
H -0.81662 0.58141 -4.11125 -0.077 0.100 -0.029 0.00
H -3.74961 0.24890 -4.16373 0.022 0.069 0.064 0.00
H -5.54564 -1.48907 -5.21125 0.127 0.062 0.197 0.00
H -5.60419 -3.63096 -3.51849 0.197 0.200 0.109 0.00
H -3.80956 -3.05782 -1.52717 -0.120 -0.068 0.027 0.00
O -1.14731 -1.68281 2.88469 1.116 0.249 -0.016 0.01
C 0.01457 -1.36613 3.21003 -1.239 -0.452 -0.015 -0.01
O 0.99968 -1.32627 2.37914 0.044 0.206 -0.132 0.05
C 0.21913 -1.02342 4.71600 0.580 0.418 0.056 0.01
C 1.41747 -0.49735 5.26349 -0.996 -0.411 -0.091 0.00
C 1.45245 -0.02958 6.57760 -0.017 0.341 0.394 0.00
C 0.29125 -0.05985 7.37665 -0.150 -0.984 -2.316 0.00
C -0.85397 -0.72639 6.89471 0.355 0.375 0.210 0.00
C -0.87833 -1.17652 5.57154 0.007 0.035 0.227 0.00
N 0.21013 0.70849 8.57137 -0.313 1.734 3.615 0.00
O 1.20766 1.35930 8.96630 -1.685 -1.441 -1.183 0.00
O -0.87712 0.73294 9.21006 2.150 -0.310 -1.648 0.00
H 2.28853 -0.44639 4.63104 0.164 0.095 -0.014 0.00
H 2.36432 0.40602 7.00490 -0.476 -0.108 -0.320 0.00
H -1.71523 -0.84082 7.56079 0.310 0.171 -0.430 0.00
H -1.78924 -1.61691 5.17845 0.178 0.051 0.017 0.00
```
Forces are in eV/Å.